No. 1
An isolated molecule of C3H6N3P. Source: the OMol25 dataset; level of theory: ωB97M-V with the def2-TZVPD basis set.

Results
Relative energy (zero: lowest compared OMol25 entry of this formula, charge and spin) = 99.1 kcal per mole
Spin multiplicity = 1

```
13
Properties=species:S:1:pos:R:3:forces:R:3
C 2.1135 1.5404 -0.8607 1.49 0.31 -0.67
C 0.2827 2.8251 -1.5292 1.77 -1.58 0.71
C -0.4072 -1.5791 0.8033 0.11 0.33 0.23
N 1.4260 2.4830 -1.5441 -1.93 0.67 0.00
N 1.4962 0.8548 0.0542 -0.96 -1.13 1.25
N 0.2656 1.0289 0.2983 0.82 2.16 -2.10
P -0.5688 0.1563 1.4639 -0.33 -1.03 0.64
H 3.1492 1.3871 -1.0853 0.09 -0.05 0.03
H -0.6004 3.3728 -1.6400 -0.73 0.53 -0.08
H -1.3399 -2.1161 0.9590 -0.04 -0.09 0.04
H 0.3971 -2.0901 1.3310 -0.04 -0.04 -0.06
H -0.1726 -1.5364 -0.2591 -0.06 -0.07 -0.03
H -1.8113 0.4294 0.8657 -0.20 0.00 0.04
```
Forces are in eV/Å.


No. 2
The ion C3H6N3S with charge +1. Source: the OMol25 dataset; level of theory: ωB97M-V with the def2-TZVPD basis set.

Results
Relative energy (zero: lowest compared OMol25 entry of this formula, charge and spin) = 96.1 kcal per mole
Spin multiplicity = 1
Net charge = +1

```
13
Properties=species:S:1:pos:R:3:forces:R:3
C 1.5278 0.3790 -0.1482 0.89 -1.37 0.90
C -1.6145 -0.1596 -0.4816 -0.62 0.32 -3.37
C -0.7774 0.6178 0.4026 0.50 1.48 3.08
N 0.5487 1.2096 0.0174 -0.15 -2.75 -0.35
N 1.5804 -0.9259 0.1001 1.84 1.14 1.17
N -0.6774 -0.7671 0.4289 -1.95 -3.15 1.06
S 3.2483 -0.0226 -0.0839 -1.55 0.75 -0.46
H -2.7548 -0.0885 -0.6080 1.89 -0.47 1.07
H -1.0716 -0.3139 -1.4160 -1.10 0.53 -0.63
H -1.1491 1.0558 1.3635 0.22 0.20 -1.32
H 0.6883 2.1309 -0.2326 0.08 2.50 -0.25
H 1.5328 -1.7221 -0.4905 -0.60 -0.45 -0.94
H -1.0815 -1.3934 1.1484 0.55 1.28 0.03
```
Forces are in eV/Å.


No. 3
An isolated molecule of C3H6N4. Source: the OMol25 dataset; level of theory: ωB97M-V with the def2-TZVPD basis set.

Results
Relative energy (zero: lowest compared OMol25 entry of this formula, charge and spin) = 33.5 kcal per mole
Spin multiplicity = 1
SMILES = Nc1c[nH]c(N)n1

```
13
Properties=species:S:1:pos:R:3:forces:R:3
N -2.3508 -0.7495 -0.1933 2.37 -2.40 1.78
C -1.0897 -0.0966 -0.1377 1.38 2.95 0.75
C -0.5963 1.2901 -0.0423 -4.19 -2.35 -1.45
N 0.7881 1.1405 -0.1347 0.19 4.50 1.48
C 1.0705 -0.1832 0.0015 1.46 0.96 -1.62
N 2.4003 -0.6842 -0.2257 -0.04 -0.58 3.38
N -0.0067 -0.8850 -0.0730 -0.13 -1.86 0.14
H -2.2531 -1.5860 0.5473 -0.65 2.49 -2.26
H -3.0404 -0.1158 0.0839 -1.52 0.83 0.60
H -1.3374 2.1885 -0.2252 2.52 -1.54 0.51
H 1.3273 2.1035 0.0734 -0.90 -3.69 -0.76
H 2.2341 -1.6762 -0.4488 0.23 0.50 -0.06
H 2.8542 -0.7460 0.7746 -0.73 0.21 -2.50
```
Forces are in eV/Å.


No. 4
A cluster of 2 separate species, C3H6N4 in total. Source: the OMol25 dataset; level of theory: ωB97M-V with the def2-TZVPD basis set.

Results
Relative energy (zero: lowest compared OMol25 entry of this formula, charge and spin) = 83.8 kcal per mole
Spin multiplicity = 1

```
13
Properties=species:S:1:pos:R:3:forces:R:3
C -0.8808 -0.7508 1.0853 -0.58 -1.26 -2.09
C -0.0930 0.2144 1.7812 0.70 -1.52 2.16
C 0.9610 -0.3882 -1.1354 -0.25 -2.21 -2.63
N -1.8054 1.4919 -1.9480 0.09 -0.96 -0.01
N -1.5100 -1.4947 0.4634 0.36 0.56 0.80
N -0.8290 1.0044 -1.6401 -3.48 1.80 -1.21
N 0.2757 0.8483 -1.2626 2.96 0.42 1.02
H 0.8281 -0.2854 2.1949 -1.27 -0.03 0.41
H 0.4380 0.9339 1.2143 -0.76 1.35 -0.90
H -0.8420 0.4860 2.5451 1.17 0.96 0.17
H 1.3361 -0.3963 -0.1531 0.59 -0.57 1.19
H 0.2379 -1.3214 -1.3208 1.96 1.95 0.28
H 1.8833 -0.3422 -1.8243 -1.50 -0.47 0.81
```
Forces are in eV/Å.